{
  "formula": "C3H10NO2P",
  "method": "ωB97M-V/def2-TZVPD",
  "gap_ev": 9.7,
  "lumo_energy_ha": 0.0333,
  "symbols": ["C", "O", "P", "N", "O", "H", "H", "H", "H", "H", "H", "C", "C", "H", "H", "H", "H"],
  "xyz": [[-2.311225, -2.082673, 2.097496], [-1.025326, -1.843562, 1.592803], [-0.152665, -0.530926, 2.080774], [0.603586, -0.307140, 0.572900], [-1.258643, 0.686337, 1.991600], [-2.871029, -2.741308, 1.302358], [-2.820272, -1.135284, 2.387651], [-2.301559, -2.665747, 3.018877], [1.143080, -1.056882, 0.223642], [1.020630, 0.593938, 0.504361], [-1.775217, 0.776413, 1.248155], [2.458221, 1.909454, -3.189510], [1.492544, 1.428791, -2.412522], [3.163886, 2.630654, -2.793914], [2.562635, 1.622165, -4.226879], [1.368546, 1.684767, -1.339659], [0.702808, 1.031006, -3.058133]],
  "forces_ev_per_angstrom": [[-1.5, -1.0, -0.5], [0.6, 0.2, -0.3], [-0.7, 0.1, -0.1], [-1.3, 0.3, 0.5], [2.2, -0.3, 3.2], [0.8, 1.6, 1.5], [0.0, -0.6, -0.7], [0.3, -0.2, 0.1], [0.7, -0.6, -0.4], [0.6, 0.4, -0.1], [-1.7, 0.1, -3.0], [0.4, 0.4, 1.0], [-0.4, 0.8, -1.0], [0.4, -0.3, 0.0], [-0.2, 0.2, -0.1], [0.0, -0.2, -1.1], [-0.2, -0.8, 1.2]],
  "lowdin_charge": [-0.188, -0.421, 0.737, -0.143, -0.273, 0.120, 0.070, 0.066, 0.024, 0.000, 0.007, -0.089, -0.091, 0.042, 0.045, 0.041, 0.052]
}

{
  "formula": "C17H31BrN2NiO3Si",
  "method": "ωB97M-V/def2-TZVPD",
  "gap_ev": [7.5, 7.0],
  "spin_multiplicity": 3,
  "lumo_energy_ha": [0.0036, -0.0680],
  "symbols": ["Ni", "O", "C", "C", "C", "N", "C", "Br", "C", "H", "H", "H", "H", "C", "C", "C", "C", "Si", "C", "C", "C", "C", "C", "C", "C", "C", "H", "H", "H", "H", "H", "H", "H", "H", "H", "H", "H", "H", "H", "H", "H", "H", "H", "H", "H", "H", "H", "H", "H", "H", "H", "H", "H", "O", "N", "O"],
  "xyz": [[-0.818599, 0.367395, 1.648759], [-6.202173, -0.411698, 1.935083], [-4.875872, -0.619267, 1.781990], [-4.368871, -1.867298, 1.388621], [-3.009832, -2.019164, 1.236998], [-2.205011, -0.986090, 1.486741], [-2.671632, 0.183097, 1.861795], [-0.314587, 2.443011, 2.304946], [-4.017583, 0.447036, 2.020698], [-6.690762, -1.217636, 1.731657], [-5.035352, -2.698048, 1.197740], [-2.562561, -2.948667, 0.913343], [-4.395297, 1.413914, 2.314662], [0.807919, 3.104021, -1.046146], [0.212718, 1.742511, -1.439454], [0.681890, 1.472765, -2.879778], [-1.316268, 1.933715, -1.462266], [0.697358, 0.314897, -0.227032], [2.549213, 0.405376, 0.338064], [2.858080, 1.544026, 1.323939], [3.466197, 0.600627, -0.883186], [2.995179, -0.888109, 1.036295], [0.344004, -1.435328, -1.023005], [0.361540, -2.578976, 0.011023], [1.364353, -1.833064, -2.103207], [-1.033398, -1.457357, -1.711961], [0.441464, 3.850379, -1.755267], [1.895150, 3.125148, -1.096453], [0.503763, 3.417222, -0.050926], [0.424842, 2.340518, -3.492713], [0.201874, 0.609314, -3.334537], [1.761020, 1.335733, -2.953616], [-1.558328, 2.750427, -2.147390], [-1.702684, 2.201899, -0.479569], [-1.850667, 1.051714, -1.809715], [2.529373, 2.521314, 0.981765], [3.941279, 1.585490, 1.470347], [2.396436, 1.374158, 2.294458], [3.350153, 1.583348, -1.337491], [3.320052, -0.147369, -1.661799], [4.504487, 0.523268, -0.547839], [2.327404, -1.180770, 1.847078], [3.986869, -0.727479, 1.466792], [3.079473, -1.729493, 0.350402], [1.370195, -2.847985, 0.312987], [-0.074353, -3.470686, -0.450755], [-0.204900, -2.362181, 0.913769], [2.359855, -1.998204, -1.692356], [1.445398, -1.107354, -2.911359], [1.044000, -2.780152, -2.547810], [-1.841007, -1.144405, -1.059400], [-1.245071, -2.480036, -2.039513], [-1.067565, -0.829989, -2.599499], [1.008955, 0.711798, 4.738985], [0.724171, -0.384648, 4.388805], [0.107709, -0.802667, 3.446302]],
  "forces_ev_per_angstrom": [[-0.4, 0.0, 0.1], [0.0, 0.0, 0.0], [0.0, 0.0, 0.0], [0.0, 0.0, 0.0], [0.1, 0.0, 0.0], [0.2, 0.0, -0.1], [0.0, 0.2, -0.2], [0.1, 0.1, 0.0], [0.1, -0.1, 0.1], [0.0, 0.0, 0.0], [0.0, 0.0, 0.0], [0.0, -0.1, 0.0], [0.0, 0.0, 0.0], [0.0, -0.1, 0.1], [-0.1, 0.1, 0.0], [0.0, -0.1, 0.0], [0.1, -0.1, 0.0], [0.0, -0.1, -0.1], [0.1, 0.1, 0.1], [-0.1, -0.1, 0.0], [0.0, 0.0, -0.1], [-0.1, 0.0, 0.0], [-0.1, -0.1, -0.1], [0.0, 0.0, 0.0], [0.1, 0.0, 0.0], [0.1, 0.0, 0.0], [0.0, 0.1, -0.1], [0.1, -0.1, 0.0], [0.0, 0.0, 0.0], [0.0, 0.1, 0.0], [0.0, -0.1, 0.0], [0.0, 0.0, 0.0], [0.0, 0.1, -0.1], [0.0, 0.0, 0.1], [0.0, 0.0, 0.0], [0.0, 0.0, -0.1], [0.1, 0.0, 0.0], [0.0, 0.0, 0.0], [0.0, 0.1, 0.0], [0.0, 0.0, 0.0], [0.1, 0.0, 0.0], [-0.1, 0.0, 0.0], [0.1, 0.0, 0.0], [0.0, 0.0, 0.0], [0.0, 0.0, 0.0], [0.0, -0.1, 0.0], [-0.1, 0.1, 0.1], [0.0, 0.0, 0.0], [0.0, 0.0, 0.0], [0.0, -0.1, 0.0], [-0.1, 0.1, 0.1], [0.0, 0.0, 0.0], [0.0, 0.1, 0.0], [-0.1, -0.4, -0.2], [0.1, 0.3, 0.1], [0.1, -0.1, 0.2]],
  "lowdin_spin": [0.418, 0.001, 0.004, 0.003, 0.000, 0.017, 0.108, 0.129, 0.022, 0.000, 0.000, 0.000, 0.001, 0.001, 0.020, 0.007, 0.003, 0.214, 0.044, 0.002, 0.014, 0.004, 0.035, 0.007, 0.011, 0.001, 0.000, 0.000, 0.001, 0.001, 0.000, 0.000, 0.000, 0.000, 0.000, 0.000, 0.000, 0.000, 0.000, 0.000, 0.004, 0.003, 0.000, 0.000, 0.000, 0.000, 0.003, 0.000, 0.000, 0.003, 0.000, 0.000, 0.000, 0.299, 0.370, 0.248]
}

{
  "formula": "C3H8N2O",
  "method": "ωB97M-V/def2-TZVPD",
  "gap_ev": 10.5,
  "lumo_energy_ha": 0.0333,
  "symbols": ["C", "N", "C", "O", "H", "H", "H", "C", "N", "H", "H", "H", "H", "H"],
  "xyz": [[1.046642, -0.562860, 1.816109], [1.099326, 0.751875, 1.227915], [0.252974, 1.541878, 0.882741], [-0.406663, 2.470245, 0.566015], [0.075775, -0.979336, 1.564258], [1.855926, -1.234989, 1.493672], [1.159396, -0.483777, 2.896854], [-0.303070, -0.451724, -1.796230], [-1.178266, 0.076535, -0.752030], [-0.685251, -0.271826, -2.809241], [0.700480, -0.008646, -1.729542], [-0.161108, -1.532374, -1.676078], [-1.378238, 1.059276, -0.924652], [-2.083649, -0.382533, -0.767429]],
  "forces_ev_per_angstrom": [[-0.1, -0.2, 0.1], [-0.2, 0.5, -0.3], [0.5, 0.6, 0.3], [0.5, -0.7, 0.2], [0.0, -0.4, 0.1], [-0.3, 0.5, -0.3], [-0.2, 0.1, 0.1], [0.2, -0.1, -0.3], [-0.3, 0.0, -0.1], [0.1, -0.1, 0.0], [-0.3, 0.0, 0.1], [-0.2, 0.2, 0.1], [0.1, -0.2, 0.0], [0.2, -0.1, -0.1]],
  "lowdin_charge": [-0.105, 0.060, -0.368, 0.110, 0.069, 0.078, 0.074, -0.180, -0.069, 0.065, 0.070, 0.070, 0.054, 0.071]
}

It is found that the energy values, taken in the order of the records, are -666.873286 -5373.267788 -303.842109 a.u..
It is found that the ΔE to the lowest compared entry with this formula, charge and spin values, taken in the order of the records, are 77.19 36.22 31.39 kcal per mole.